Computed, not measured: a 2-piece molecular cluster, C2H3ClS2 overall at a distorted geometry, with ωB97M-V with the def2-TZVPD basis set.

Positions of all 8 atoms, in Å:
C: 0.3278 -0.2807 -0.4585
C: 0.7803 0.3700 0.8328
S: 0.4228 -1.9245 -0.6252
S: -0.5315 0.8381 -1.5599
Cl: -1.5520 -0.2299 1.7531
H: 0.6337 1.4668 0.8656
H: 1.1157 -0.3070 1.6782
H: -1.1968 0.0672 -2.4861

The energy above the lowest of the compared OMol25 structures with the same formula, charge and spin comes out at 2.702 eV. The HOMO energy (alpha / beta) is -9.439 / -9.440 eV. The gap between HOMO and LUMO (alpha / beta) is 6.524 / 6.525 eV.

Atomic partial charges in e from the Mulliken method, atoms 1 to 2: 0.342 -0.693

---

Computed, not measured: a 2-piece molecular cluster, C14H29F3NO4 overall, with ωB97M-V with the def2-TZVPD basis set.

Positions of all 51 atoms, in Å:
C: 3.3172 1.9602 2.4299
C: 2.8790 2.0565 0.9672
C: 2.6143 0.7078 0.3032
O: 1.2194 0.3437 0.2817
C: 0.7264 -0.1304 1.4789
N: -0.6914 -0.5037 1.1458
O: -1.5842 0.3030 1.8488
C: -2.9145 0.1922 1.2694
C: -3.8697 1.0683 2.0742
C: -3.2082 2.3763 2.5353
C: -5.1478 1.3336 1.2607
C: -4.9087 2.1662 -0.0195
C: -5.9118 0.0393 0.9609
H: 2.5791 1.4307 3.0377
H: 4.2569 1.4123 2.5098
H: 3.4621 2.9478 2.8630
H: 1.9897 2.6822 0.8656
H: 3.6662 2.5510 0.3953
H: 2.9017 0.7447 -0.7457
H: 3.1970 -0.0917 0.7741
H: 1.2405 -1.0281 1.8397
H: 0.6679 0.6157 2.2740
H: -0.8863 -1.4920 1.3414
H: -0.8005 -0.3467 0.1324
H: -2.8663 0.5040 0.2211
H: -3.2177 -0.8586 1.3234
H: -4.1502 0.4934 2.9604
H: -2.7107 2.8843 1.7076
H: -2.4847 2.1923 3.3272
H: -3.9739 3.0470 2.9229
H: -5.7822 1.9308 1.9194
H: -5.3016 1.6428 -0.8927
H: -5.4385 3.1154 0.0336
H: -3.8572 2.3811 -0.2106
H: -5.4626 -0.5182 0.1354
H: -6.9335 0.2797 0.6650
H: -5.9716 -0.6003 1.8434
C: 2.8024 -2.5948 -1.6031
C: 3.9362 -1.8542 -2.2807
O: 4.5428 -2.6640 -3.3006
C: 3.8944 -2.6967 -4.4613
O: 2.8760 -2.1302 -4.7226
C: 4.6748 -3.5620 -5.4752
F: 5.0643 -4.7124 -4.9236
F: 5.7619 -2.8988 -5.8814
F: 3.9191 -3.8287 -6.5294
H: 3.1549 -3.5405 -1.1912
H: 2.3938 -1.9886 -0.7930
H: 2.0010 -2.8070 -2.3100
H: 4.7407 -1.6349 -1.5812
H: 3.5944 -0.9199 -2.7268

The HOMO energy is -13.321 eV. The gap between HOMO and LUMO is 10.141 eV. Its net charge is +1.

Atomic partial charges in e from the Mulliken method, atoms 1 to 2: -1.128 -0.612

---

Computed, not measured: an isolated ion of composition C4H13N3 and charge +2 at a distorted geometry, with ωB97M-V with the def2-TZVPD basis set.

Positions of all 20 atoms, in Å:
C: 0.5505 1.0650 -1.4963
N: 0.3874 0.5667 -0.1198
C: 1.3800 0.9789 0.8941
N: 1.6864 0.4803 2.0585
N: -0.4439 -0.6043 0.1294
C: -0.6128 -1.6604 -0.8541
C: -1.8042 -0.1636 0.4140
H: 1.0645 0.3762 -2.0566
H: 1.1964 1.9984 -1.4864
H: -0.2836 1.4112 -2.0266
H: 1.8852 1.9034 0.5066
H: 2.4231 1.1128 2.5303
H: 1.1601 -0.3143 2.4088
H: -0.0975 -0.9964 1.0530
H: -1.0123 -1.4676 -1.7838
H: 0.3197 -2.0804 -1.2587
H: -1.3954 -2.3695 -0.4493
H: -2.1112 0.1830 -0.5420
H: -2.3924 -1.0136 0.7650
H: -1.9000 0.5940 1.3139

The energy above the lowest of the compared OMol25 structures with the same formula, charge and spin comes out at 5.109 eV. The HOMO energy is -19.920 eV. The gap between HOMO and LUMO is 11.208 eV. Its net charge is +2.

Atomic partial charges in e from the Mulliken method, atoms 1 to 2: -0.911 -0.060

---

Number 1: DFT total energy -1334.4574 hartree. Number 2: DFT total energy -1205.8405 hartree. Number 3: DFT total energy -323.7052 hartree.